This record from OMol25 describes C53H55N6O2P2Ti as an isolated structure. The level of theory is ωB97M-V/def2-TZVPD.

Atoms and positions in Å:
Ti 0.5784 0.8944 0.4014
O 5.4406 0.0904 5.1405
C 5.6840 -0.2657 3.7967
C 4.4324 -0.0881 2.9904
C 4.4039 -0.5112 1.6428
C 3.2809 -0.2798 0.9022
N 2.1761 0.3216 1.3948
C 2.1907 0.7446 2.7022
C 3.3246 0.5334 3.5062
C 1.0516 1.5165 3.1038
C 0.9560 2.1870 4.3339
C -0.0881 3.0399 4.5840
C -0.1462 3.8395 5.8547
O 1.1770 4.1379 6.2607
C -1.0849 3.1854 3.5925
C -0.9411 2.5224 2.4075
N 0.1070 1.7193 2.1236
H 6.2655 0.0518 5.6307
H 6.0206 -1.3064 3.7140
H 6.4642 0.3657 3.3532
H 5.2646 -0.9850 1.1893
H 3.2491 -0.5675 -0.1414
H 3.3505 0.8879 4.5259
H 1.7350 2.0767 5.0747
H -0.6651 3.2612 6.6307
H -0.7267 4.7499 5.6756
H 1.1487 4.7203 7.0247
H -1.9455 3.8187 3.7607
H -1.6788 2.6411 1.6262
C -0.1081 -1.4954 -2.9941
N -1.5114 -1.1046 -2.9167
C -2.1335 -0.7940 -1.6553
P -1.6644 0.8521 -0.8693
C -1.9473 2.1280 -2.1364
C -1.3843 3.3795 -1.8682
C -1.5550 4.4245 -2.7612
C -2.2764 4.2215 -3.9293
C -2.8189 2.9755 -4.2092
C -2.6556 1.9257 -3.3171
C -3.1902 1.0531 0.1534
C -3.8553 2.2750 0.2530
C -4.9901 2.4010 1.0404
C -5.4907 1.3094 1.7322
C -4.8475 0.0861 1.6297
C -3.7043 -0.0396 0.8544
C -2.3402 -1.6410 -3.9375
C -2.0697 -1.3016 -5.2626
C -2.8583 -1.7965 -6.2886
C -3.9289 -2.6329 -6.0053
C -4.1966 -2.9819 -4.6905
C -3.4039 -2.4963 -3.6600
P 0.7696 -1.7197 -1.3648
C 2.4157 -2.2456 -2.0303
C 3.0077 -1.5933 -3.1138
C 4.2904 -1.9196 -3.5300
C 5.0092 -2.9077 -2.8774
C 4.4336 -3.5658 -1.8009
C 3.1563 -3.2330 -1.3771
C 0.1493 -3.3555 -0.7936
C -0.4799 -4.2897 -1.6105
C -0.8355 -5.5346 -1.1110
C -0.5704 -5.8639 0.2100
C 0.0514 -4.9385 1.0360
C 0.4041 -3.6940 0.5374
H 0.4629 -0.7330 -3.5274
H -0.0026 -2.4123 -3.5767
H -1.9289 -1.5471 -0.8795
H -3.2099 -0.7488 -1.8068
H -0.7958 3.5250 -0.9674
H -1.1134 5.3904 -2.5546
H -2.4063 5.0352 -4.6312
H -3.3748 2.8194 -5.1247
H -3.0755 0.9557 -3.5476
H -3.4968 3.1354 -0.2962
H -5.4949 3.3567 1.1006
H -6.3817 1.4061 2.3383
H -5.2518 -0.7774 2.1448
H -3.2208 -1.0039 0.7732
H -1.2447 -0.6339 -5.4817
H -2.6436 -1.5157 -7.3115
H -4.5477 -3.0153 -6.8060
H -5.0173 -3.6499 -4.4638
H -3.6133 -2.7948 -2.6394
H 2.4793 -0.8239 -3.6573
H 4.7234 -1.3905 -4.3691
H 6.0068 -3.1667 -3.2066
H 4.9751 -4.3493 -1.2867
H 2.7419 -3.7576 -0.5280
H -0.7062 -4.0667 -2.6449
H -1.3082 -6.2567 -1.7641
H -0.8452 -6.8368 0.5957
H 0.2741 -5.1978 2.0641
H 0.9225 -2.9822 1.1705
C -2.3681 -2.5542 3.5633
N -1.0231 -2.0640 3.2820
C 0.0618 -2.5754 4.1168
C -0.7557 -1.3498 2.2284
N -0.4554 -0.7590 1.2765
H -2.4376 -3.6219 3.3440
H -3.0945 -2.0145 2.9648
H -2.5952 -2.3916 4.6167
H 0.0777 -3.6663 4.0797
H -0.0898 -2.2587 5.1492
H 1.0155 -2.1861 3.7659
C 1.3415 1.4715 -2.5966
C 1.6538 2.6093 -1.6868
C 2.2230 3.8062 -2.0204
C 2.4228 4.5064 -0.8058
C 1.9867 3.6998 0.2143
C 2.1058 4.0498 1.6641
N 1.4893 2.5084 -0.3087
H 1.9201 1.5678 -3.5150
H 0.2862 1.4173 -2.8759
H 1.6329 0.5409 -2.1054
H 2.4672 4.1426 -3.0166
H 2.8706 5.4823 -0.6976
H 2.6008 5.0173 1.7335
H 2.7190 3.3307 2.2081
H 1.1422 4.1386 2.1679

Cartesian forces, eV/Å:
Ti -0.425 -0.499 -2.254
O -0.053 -0.008 0.023
C 0.049 -0.035 -0.055
C -0.150 0.107 0.128
C -0.117 0.044 -0.087
C 0.365 -0.217 0.017
N 0.971 -0.266 1.337
C 0.094 -0.036 0.039
C 0.122 -0.090 0.065
C 0.014 0.078 0.069
C -0.091 -0.004 0.139
C 0.118 -0.073 -0.048
C -0.073 -0.040 0.040
O 0.037 -0.025 -0.016
C 0.036 -0.151 0.014
C -0.272 0.164 0.169
N 0.290 0.543 1.336
H 0.036 0.010 0.011
H -0.017 0.004 0.004
H 0.011 -0.013 0.020
H -0.022 -0.005 -0.037
H -0.041 0.006 -0.012
H -0.015 -0.026 -0.015
H 0.003 0.029 -0.028
H -0.032 0.017 -0.026
H 0.021 0.009 -0.006
H -0.014 -0.013 0.045
H 0.019 0.052 -0.079
H 0.016 -0.013 -0.045
C 0.051 0.214 0.066
N -0.031 -0.100 0.133
C 0.300 0.086 0.061
P -1.271 0.226 -0.578
C 0.314 -0.002 0.132
C -0.067 -0.103 -0.005
C -0.067 0.056 -0.057
C 0.062 0.061 -0.007
C -0.057 -0.076 0.004
C -0.086 -0.010 0.042
C 0.063 -0.116 0.062
C 0.074 -0.031 -0.031
C -0.038 0.049 0.013
C 0.005 0.002 0.023
C -0.016 -0.073 0.025
C 0.034 0.053 -0.013
C 0.033 0.056 -0.084
C 0.038 -0.018 -0.007
C 0.020 -0.019 0.022
C -0.043 -0.047 -0.039
C 0.023 0.009 -0.034
C -0.028 0.018 0.062
P 0.157 -0.410 -0.587
C 0.014 0.143 0.051
C -0.040 -0.004 -0.011
C 0.005 0.017 -0.022
C 0.012 -0.007 -0.003
C -0.008 -0.013 0.004
C -0.031 0.045 0.024
C 0.050 0.280 0.269
C -0.102 0.050 -0.053
C -0.009 -0.055 0.005
C -0.045 0.026 0.012
C 0.011 -0.024 0.033
C 0.079 -0.019 -0.067
H 0.048 -0.036 0.029
H -0.007 -0.035 -0.004
H -0.115 -0.006 -0.008
H -0.016 -0.026 0.026
H 0.004 0.069 -0.052
H 0.009 -0.015 0.025
H 0.002 -0.005 0.003
H 0.010 -0.010 0.000
H -0.032 0.005 -0.025
H 0.019 0.019 -0.023
H 0.016 0.001 -0.008
H 0.000 0.010 -0.013
H 0.028 -0.001 -0.002
H -0.017 -0.057 0.041
H -0.021 0.018 0.023
H 0.003 -0.010 0.003
H 0.001 0.009 0.007
H -0.013 0.016 0.007
H 0.022 0.017 -0.003
H 0.015 0.018 0.017
H 0.005 -0.034 -0.010
H -0.004 0.007 0.001
H 0.016 0.016 0.002
H -0.059 -0.036 0.014
H 0.028 0.026 -0.009
H -0.027 0.021 0.007
H 0.006 -0.006 -0.020
H 0.019 0.009 -0.012
H 0.002 -0.042 0.009
C -0.097 -0.039 -0.003
N -0.072 -0.055 0.200
C 0.125 0.036 0.051
C 0.068 -0.119 -0.228
N -0.601 -0.671 0.759
H 0.022 0.021 -0.020
H -0.014 0.055 -0.048
H 0.019 0.023 -0.009
H 0.001 0.017 -0.035
H -0.008 0.016 -0.020
H -0.011 0.020 -0.008
C -0.054 0.241 0.126
C 0.301 0.133 -0.311
C -0.210 -0.150 -0.057
C -0.045 -0.041 0.100
C 0.094 0.397 -0.045
C -0.066 -0.085 -0.102
N 0.159 0.784 -0.581
H 0.041 -0.077 -0.007
H 0.009 -0.072 -0.016
H 0.077 -0.107 -0.155
H 0.022 -0.061 -0.007
H -0.011 -0.012 0.095
H -0.004 0.007 0.021
H 0.009 -0.001 0.048
H 0.019 -0.017 0.034

The expectation value of S² is 2.016. The total charge is +1. Its HOMO-LUMO gap (alpha / beta) is 5.573 / 6.487 eV. Its spin multiplicity is 3.